{"formula": "C10H21BNNbO5PS", "method": "the ωB97M-V functional and the def2-TZVPD basis", "homo_energy_ha": -0.1525, "e_lumo_ev": 2.249, "total_charge": -1, "symbols": ["C", "O", "O", "H", "H", "H", "H", "H", "H", "H", "C", "C", "H", "Nb", "O", "H", "H", "H", "O", "C", "H", "H", "O", "H", "C", "H", "H", "B", "N", "C", "C", "P", "H", "H", "S", "H", "H", "H", "C", "C", "C"], "positions_angstrom": [[-5.3913, 1.4994, -1.9075], [2.9214, -2.9424, 2.7268], [-1.7020, -2.1675, -1.8751], [-0.8187, 2.3531, -3.3323], [1.1188, 1.0778, 0.7771], [-1.0076, -1.3814, -3.9458], [4.8419, -2.4352, 0.0082], [-3.4241, 1.7435, -2.5605], [-7.2986, 1.1318, -1.0861], [-6.3965, 0.0548, 0.9334], [4.9836, -0.3733, 2.6767], [-5.7000, 0.4367, 0.1900], [5.3402, 0.6382, 2.8677], [-1.1968, 0.6641, -0.3401], [-0.5983, -0.7259, -3.3586], [5.2679, -3.1323, 1.5913], [-5.7816, 1.9599, -2.8098], [1.2714, -0.2586, -0.2233], [0.2595, 3.5763, -1.5286], [-6.2281, 1.0244, -0.9295], [-1.3763, 1.8684, 1.0723], [-1.4178, -0.6873, 0.8944], [2.3055, -1.8494, 0.5472], [6.6993, -1.2065, 1.6073], [3.4840, -0.3931, 2.3999], [3.2085, 0.3603, 1.6614], [2.8757, -0.2812, 3.2944], [-1.1455, -0.9008, -2.0984], [0.8393, 0.6511, -0.1005], [4.8667, -2.2584, 1.0807], [-4.0335, 1.3700, -1.7396], [-0.9120, 2.7239, -1.9569], [-2.1035, 3.5082, -1.8524], [-1.5881, -2.3886, -0.9448], [3.1883, -1.9990, 1.6711], [-3.9870, -0.1515, 1.2539], [5.5898, -0.2771, 0.6075], [5.2093, -0.9829, 3.5553], [-4.3443, 0.3300, 0.3497], [-3.4653, 0.8063, -0.6127], [5.6458, -0.9861, 1.4360]], "atomic_forces_ev_per_a": [[-0.134, 0.163, -0.460], [-0.071, -0.100, -0.089], [0.437, -0.080, -0.303], [-0.413, 0.228, -0.049], [0.292, 0.198, -0.213], [0.390, -0.145, -0.020], [-0.151, -0.084, 0.028], [0.176, -0.072, 0.139], [0.016, -0.137, 0.258], [0.199, -0.018, 0.091], [0.037, -0.099, -0.019], [-1.053, -0.334, 0.633], [-0.016, -0.004, 0.000], [2.479, 0.678, 1.043], [-0.827, 0.127, -0.130], [-0.121, -0.017, 0.044], [-0.059, -0.024, 0.056], [0.348, 0.163, -0.005], [0.184, 0.046, -0.161], [-1.033, 0.382, -0.626], [-0.292, 0.280, 0.090], [-0.496, -0.246, -0.227], [-0.047, -0.471, 0.019], [-0.011, -0.011, -0.014], [0.214, 0.257, 0.175], [-0.043, -0.060, -0.034], [-0.119, -0.108, -0.076], [0.087, -0.753, -0.345], [-1.862, -0.524, 0.303], [0.417, 0.075, -0.095], [0.302, 0.427, -0.874], [0.022, 0.431, 0.569], [-0.040, -0.121, -0.632], [-0.485, 0.145, 0.062], [0.071, 0.332, 0.028], [0.194, 0.073, -0.059], [-0.032, -0.005, 0.013], [-0.029, 0.022, 0.010], [0.100, -0.320, 0.586], [1.378, -0.357, 0.279], [-0.009, 0.064, 0.006]]}

***

{"formula": "C10H21BNO5Yb", "method": "the ωB97M-V functional and the def2-TZVPD basis", "homo_energy_ha": -0.3135, "e_lumo_ev": -6.786, "total_charge": 1, "symbols": ["H", "C", "C", "H", "O", "C", "H", "C", "H", "C", "Yb", "H", "C", "B", "C", "H", "H", "O", "H", "O", "H", "H", "N", "C", "C", "H", "H", "H", "H", "O", "C", "H", "H", "H", "H", "H", "H", "H", "O"], "positions_angstrom": [[-0.8220, 0.1614, 0.7956], [-0.5969, -1.8271, 1.3731], [-4.3810, 1.0647, -0.6060], [-2.2533, -2.9497, 1.7619], [0.7201, -2.0403, 0.9408], [2.1316, -1.7158, -1.2566], [-4.5255, 0.5907, -1.5749], [-1.1354, -0.8040, 0.3462], [5.9181, -0.3798, 0.1173], [-2.6292, -0.7075, 0.0704], [-3.3431, 4.8874, -2.7812], [3.1861, 0.4594, -0.8690], [-2.9732, 0.7768, -0.0398], [0.9464, -1.2047, -0.2151], [-4.4511, 2.5310, -0.7819], [5.4848, 2.0548, 0.0373], [-0.6076, -1.3614, 2.3727], [3.4104, -1.5903, -0.7096], [1.9716, -2.7802, -1.4572], [-0.3922, -1.0382, -0.8127], [4.5372, -0.6325, 1.1899], [-2.2324, 1.2405, -0.7013], [-1.3203, -3.0943, 1.3873], [4.9430, 1.4362, 0.7571], [4.9091, -0.0361, 0.3534], [5.4630, 1.5467, 1.7115], [4.5227, -0.2510, -1.7783], [-3.8435, 2.9852, 0.9661], [3.9343, 1.8351, 0.8902], [-4.4673, 3.3102, 0.2938], [3.9763, -0.3028, -0.8235], [-0.8573, -3.7130, 2.0464], [-2.8326, -1.1709, -0.8976], [1.3351, -0.0232, 0.0742], [-2.8862, 1.2193, 0.9605], [2.0446, -1.1487, -2.1941], [-5.1648, 0.7595, 0.0916], [-3.2440, -1.1757, 0.8427], [-4.4754, 3.0884, -1.8809]], "atomic_forces_ev_per_a": [[0.005, 0.015, -0.190], [-0.335, -0.324, -0.069], [0.117, 0.126, 0.090], [0.031, -0.015, -0.009], [0.184, 0.420, 0.388], [0.361, -0.197, -0.268], [0.007, -0.045, 0.070], [-0.057, -0.192, 0.498], [-0.051, -0.078, 0.096], [0.035, 0.198, -0.299], [-0.240, -0.423, 0.163], [-0.071, -0.117, 0.116], [-0.188, -0.190, -0.022], [-0.700, -0.059, -0.251], [-0.302, -0.181, 0.026], [-0.157, -0.025, -0.068], [0.267, -0.007, -0.032], [-0.093, -0.053, 0.060], [-0.088, 0.033, 0.111], [0.243, 0.575, -0.001], [0.057, 0.013, -0.037], [0.042, 0.018, 0.110], [-0.017, 0.103, -0.032], [0.234, -0.015, 0.164], [-0.200, 0.034, -0.008], [-0.013, 0.018, -0.052], [-0.082, 0.068, 0.022], [-0.549, -0.295, 0.242], [0.039, -0.015, -0.069], [0.706, 0.443, -0.207], [0.248, 0.102, -0.157], [0.058, -0.063, -0.149], [-0.010, -0.260, 0.182], [0.256, -0.090, 0.031], [0.117, 0.060, -0.075], [-0.126, 0.037, 0.082], [0.075, -0.097, -0.033], [0.024, -0.046, -0.076], [0.172, 0.523, -0.351]]}

***

{"formula": "C10H21CeINO2P2S", "method": "the ωB97M-V functional and the def2-TZVPD basis", "multiplicity": 2, "homo_energy_ha": [-0.5472, -0.5475], "e_lumo_ev": [-9.612, -10.006], "total_charge": 2, "symbols": ["N", "C", "P", "H", "H", "H", "C", "O", "H", "H", "H", "H", "C", "H", "O", "H", "C", "H", "C", "S", "H", "C", "C", "H", "H", "H", "H", "H", "H", "H", "H", "C", "C", "H", "Ce", "P", "H", "I", "C"], "positions_angstrom": [[-0.3683, 0.5454, 0.1424], [3.3162, -0.7653, 2.7802], [1.9880, 0.0369, 1.8418], [-0.0229, 0.9534, 2.8225], [-0.3159, 0.8374, -3.6864], [-1.8453, 0.0999, -4.2971], [1.7713, -3.4603, -0.4572], [0.8856, -3.8381, 0.2990], [-1.9506, -1.9519, -4.3041], [3.3673, 1.8604, 2.6564], [3.1046, 1.9949, 0.8745], [3.8228, 0.0001, 3.3894], [-2.6949, -0.9883, -1.3883], [3.7969, -3.8123, -0.7563], [-1.2251, -2.3344, 1.5093], [1.8073, 2.4977, 2.0144], [-0.0640, 1.6033, -0.3602], [2.8639, -5.3497, -0.7944], [2.6290, 1.7853, 1.8454], [0.4266, 2.9220, -1.0728], [-1.9047, -3.1739, -2.9654], [0.6730, 0.1487, 3.1184], [-1.3087, 0.4531, -3.4054], [-1.8834, 1.2505, -2.9119], [-0.3817, -2.7012, -3.7974], [0.1232, -0.8016, 3.1750], [2.8908, -1.5547, 3.4205], [-2.8311, -0.0019, -0.9226], [2.7500, -4.1699, -2.1486], [4.0171, -1.2137, 2.0592], [-3.4956, -1.1771, -2.1188], [-1.3670, -2.3449, -3.4549], [-0.3662, -2.0447, 0.7903], [-2.7085, -1.7469, -0.5969], [1.4391, -0.9295, -0.8478], [-1.0943, -0.9996, -2.2555], [1.1590, 0.3871, 4.0795], [3.0826, 0.9062, -2.5131], [2.8461, -4.2763, -1.0579]], "atomic_forces_ev_per_a": [[1.195, -0.607, -0.746], [0.246, -0.711, -0.284], [0.117, 1.127, 1.382], [0.252, -0.433, 0.251], [-0.456, 0.041, -0.098], [0.197, 0.177, 0.342], [-2.530, -2.756, 2.567], [2.941, 0.687, -2.367], [0.267, -0.368, 0.384], [-0.292, 0.055, -0.326], [-0.063, 0.175, 0.445], [-0.132, -0.524, -0.177], [0.134, 0.215, 0.605], [-0.056, -0.105, -0.239], [3.334, 1.019, -2.765], [0.283, -0.275, -0.166], [0.257, -0.105, -0.172], [-0.400, 0.572, 0.147], [-0.213, -0.184, -0.733], [-0.375, 0.092, 0.259], [0.252, 0.235, -0.287], [-0.320, 0.013, -0.524], [0.683, 0.135, 0.453], [0.295, -0.246, -0.122], [-0.499, -0.079, -0.240], [0.170, 0.383, 0.260], [0.297, 0.225, -0.220], [-0.044, -0.353, -0.109], [0.219, -0.006, 0.140], [0.121, 0.098, 0.532], [0.292, 0.039, 0.217], [0.559, -0.603, 0.117], [-3.921, -0.309, 3.029], [-0.224, 0.129, -0.270], [-1.280, 3.410, 0.183], [-1.445, 0.437, -1.196], [-0.234, -0.125, -0.377], [-0.445, -1.232, 0.635], [0.821, -0.244, -0.529]]}